# 1
This record from OMol25 describes a structure of composition C44H43GeNNiO2P2. The level of theory is ωB97M-V/def2-TZVPD.

Geometry (Å):
Ni1 -1.14 0.37 -0.92
O1 -0.99 1.03 1.12
P1 0.27 0.54 1.80
C1 1.07 -0.76 0.82
P2 1.80 -0.01 -0.69
O2 1.13 1.29 -1.01
C2 3.53 0.24 -0.21
C3 4.06 1.52 -0.31
C4 5.38 1.75 0.05
C5 6.16 0.71 0.52
C6 5.64 -0.58 0.62
C7 4.32 -0.82 0.24
C8 1.85 -1.29 -1.94
C9 2.29 -0.94 -3.21
C10 2.35 -1.90 -4.20
C11 1.99 -3.21 -3.93
C12 1.56 -3.57 -2.66
C13 1.48 -2.60 -1.66
C14 1.48 1.83 2.10
C15 2.60 1.59 2.89
C16 3.51 2.61 3.13
C17 3.29 3.87 2.58
C18 2.17 4.11 1.80
C19 1.26 3.09 1.55
C20 -0.09 -0.13 3.43
C21 0.43 -1.32 3.92
C22 0.11 -1.75 5.20
C23 -0.74 -0.99 5.99
C24 -1.28 0.19 5.50
C25 -0.96 0.62 4.22
H1 0.27 -1.45 0.55
H2 1.83 -1.29 1.40
H3 3.42 2.32 -0.65
H4 5.79 2.75 -0.02
H5 7.19 0.89 0.80
H6 6.26 -1.39 0.97
H7 3.93 -1.83 0.29
H8 2.56 0.09 -3.44
H9 2.67 -1.63 -5.20
H10 2.03 -3.96 -4.71
H11 1.26 -4.58 -2.44
H12 1.11 -2.88 -0.69
H13 2.77 0.61 3.32
H14 4.39 2.42 3.73
H15 4.00 4.67 2.77
H16 2.00 5.09 1.38
H17 0.39 3.25 0.92
H18 1.08 -1.93 3.30
H19 0.52 -2.68 5.58
H20 -0.99 -1.33 6.99
H21 -1.96 0.78 6.11
H22 -1.40 1.54 3.83
C26 -0.53 0.37 -5.17
C27 -1.00 -0.91 -5.52
C28 -1.45 -1.75 -4.53
C29 -1.43 -1.33 -3.19
C30 -0.96 -0.06 -2.81
C31 -0.52 0.77 -3.85
C32 -1.91 -2.18 -2.08
C33 -2.39 -3.51 -2.31
C34 -2.81 -4.27 -1.27
C35 -2.82 -3.73 0.04
C36 -3.26 -4.45 1.17
C37 -3.28 -3.86 2.40
C38 -2.87 -2.52 2.54
C39 -2.44 -1.80 1.46
C40 -2.37 -2.41 0.18
N1 -1.89 -1.67 -0.87
H23 -0.18 1.03 -5.95
H24 -1.01 -1.23 -6.55
H25 -1.81 -2.73 -4.80
H26 -0.15 1.77 -3.61
H27 -2.39 -3.91 -3.31
H28 -3.15 -5.29 -1.44
H29 -3.60 -5.47 1.04
H30 -3.62 -4.42 3.27
H31 -2.92 -2.03 3.51
H32 -2.19 -0.75 1.55
C41 -4.70 3.86 -1.45
Ge1 -3.08 3.01 -0.73
C42 -3.16 3.30 1.21
C43 -1.51 3.95 -1.43
C44 -2.99 1.16 -1.26
H33 -4.81 4.91 -1.15
H34 -5.57 3.30 -1.09
H35 -4.70 3.82 -2.54
H36 -3.68 4.23 1.42
H37 -2.16 3.33 1.65
H38 -3.71 2.48 1.68
H39 -1.38 4.94 -1.00
H40 -1.60 4.06 -2.52
H41 -0.62 3.35 -1.23
H42 -3.32 1.11 -2.30
H43 -3.70 0.58 -0.65

Calculated values
Total charge = 0
E_LUMO (spin up / spin down) = 0.212 / 0.102 eV
Maximum force = 1.39 eV/A
2S+1 = 3
Energy above the lowest of the compared OMol25 structures with the same formula, charge and spin = 0.0 kJ/mol

Löwdin charges in e: number 1, Ni, carries 0.46; number 2, O, carries -0.36; number 3, P, carries 0.76; number 4, C, carries -0.28; number 5, P, carries 0.74; number 6, O, carries -0.33; number 7, C, carries -0.28; number 8, C, carries -0.07; number 9, C, carries -0.07; number 10, C, carries -0.08; number 11, C, carries -0.08; number 12, C, carries -0.08; number 13, C, carries -0.29; number 14, C, carries -0.06; number 15, C, carries -0.06; number 16, C, carries -0.07; number 17, C, carries -0.07; number 18, C, carries -0.08; number 19, C, carries -0.28; number 20, C, carries -0.07; number 21, C, carries -0.08; number 22, C, carries -0.08; number 23, C, carries -0.06; number 24, C, carries -0.06; number 25, C, carries -0.28; number 26, C, carries -0.08; number 27, C, carries -0.08; number 28, C, carries -0.08; number 29, C, carries -0.07; number 30, C, carries -0.06; number 31, H, carries 0.05; number 32, H, carries 0.06; number 33, H, carries 0.11; number 34, H, carries 0.11; number 35, H, carries 0.10; number 36, H, carries 0.10; number 37, H, carries 0.11; number 38, H, carries 0.12; number 39, H, carries 0.11; number 40, H, carries 0.11; number 41, H, carries 0.11; number 42, H, carries 0.10; number 43, H, carries 0.11; number 44, H, carries 0.11; number 45, H, carries 0.11; number 46, H, carries 0.11; number 47, H, carries 0.10; number 48, H, carries 0.10; number 49, H, carries 0.11; number 50, H, carries 0.11; number 51, H, carries 0.11; number 52, H, carries 0.12; number 53, C, carries -0.10; number 54, C, carries -0.11; number 55, C, carries -0.05; number 56, C, carries -0.20; number 57, C, carries -0.16; number 58, C, carries -0.11; number 59, C, carries -0.20; number 60, C, carries 0.01; number 61, C, carries -0.01; number 62, C, carries -0.16; number 63, C, carries -0.04; number 64, C, carries -0.08; number 65, C, carries -0.07; number 66, C, carries -0.02; number 67, C, carries -0.19; number 68, N, carries 0.11; number 69, H, carries 0.10; number 70, H, carries 0.09; number 71, H, carries 0.09; number 72, H, carries 0.09; number 73, H, carries 0.10; number 74, H, carries 0.12; number 75, H, carries 0.11; number 76, H, carries 0.10; number 77, H, carries 0.10; number 78, H, carries 0.08; number 79, C, carries -0.24; number 80, Ge, carries 0.71; number 81, C, carries -0.23; number 82, C, carries -0.22; number 83, C, carries -0.32; number 84, H, carries 0.01; number 85, H, carries 0.01; number 86, H, carries 0.01; number 87, H, carries 0.01; number 88, H, carries -0.01; number 89, H, carries 0.01; number 90, H, carries 0.01; number 91, H, carries 0.01; number 92, H, carries -0.02; number 93, H, carries -0.01; number 94, H, carries -0.01

***

# 2
This record from OMol25 describes a structure of composition C44H43IMgN4O4Sb. The level of theory is ωB97M-V/def2-TZVPD.

Geometry (Å):
Mg1 0.30 0.28 -0.48
C1 3.80 -1.50 1.95
C2 3.48 -1.99 0.58
N1 4.41 -2.68 -0.03
C3 4.22 -3.11 -1.28
C4 3.05 -2.90 -1.97
C5 2.92 -3.40 -3.39
O1 2.18 -4.61 -3.47
C6 1.99 -2.22 -1.32
C7 0.70 -2.25 -1.89
N2 -0.32 -1.58 -1.44
C8 -1.56 -1.76 -1.98
C9 -1.79 -2.12 -3.32
C10 -3.07 -2.25 -3.83
C11 -4.17 -2.01 -3.03
C12 -3.98 -1.64 -1.70
C13 -2.70 -1.53 -1.20
I1 -2.42 -1.04 0.84
C14 2.21 -1.68 -0.01
O2 1.32 -1.02 0.62
H1 4.85 -1.70 2.16
H2 3.17 -2.00 2.69
H3 3.61 -0.43 2.01
H4 5.06 -3.63 -1.72
H5 3.92 -3.55 -3.83
H6 2.38 -2.68 -4.01
H7 2.54 -5.21 -2.81
H8 0.53 -3.00 -2.67
H9 -0.95 -2.28 -3.98
H10 -3.20 -2.53 -4.87
H11 -5.17 -2.09 -3.43
H12 -4.83 -1.45 -1.07
O3 -4.32 5.49 0.30
C15 -3.37 5.24 1.31
C16 -2.51 4.05 0.97
C17 -1.46 3.67 1.83
C18 -0.66 2.61 1.46
N3 -0.82 1.92 0.34
C19 -1.81 2.28 -0.50
C20 -2.68 3.34 -0.19
C21 -1.85 1.64 -1.78
C22 -2.95 1.76 -2.65
C23 -2.86 1.32 -3.95
C24 -3.98 1.52 -4.92
O4 -3.76 2.65 -5.75
C25 -1.63 0.77 -4.37
C26 -0.63 0.61 -3.44
N4 -0.72 1.00 -2.18
H13 -4.71 6.36 0.45
H14 -3.87 5.05 2.27
H15 -2.71 6.12 1.45
H16 -1.28 4.22 2.74
H17 0.16 2.31 2.09
H18 -3.45 3.65 -0.87
H19 -3.88 2.19 -2.31
H20 -4.92 1.72 -4.39
H21 -4.11 0.62 -5.54
H22 -2.81 2.72 -5.90
H23 -1.49 0.45 -5.40
H24 0.31 0.14 -3.71
C27 2.05 1.33 -0.64
C28 3.02 1.77 -0.04
C29 4.11 2.26 0.68
C30 5.28 1.43 0.77
C31 6.13 1.43 1.88
C32 7.25 0.63 1.92
C33 7.56 -0.21 0.87
C34 6.69 -0.28 -0.22
C35 5.57 0.52 -0.26
C36 3.98 3.53 1.34
C37 5.07 4.30 1.77
C38 4.88 5.51 2.40
C39 3.61 6.02 2.60
C40 2.52 5.30 2.14
C41 2.70 4.09 1.52
H25 5.86 2.03 2.75
H26 7.89 0.66 2.80
H27 8.45 -0.83 0.90
H28 6.91 -0.95 -1.04
H29 4.89 0.45 -1.10
H30 6.08 3.95 1.58
H31 5.75 6.08 2.72
H32 3.47 6.97 3.10
H33 1.51 5.69 2.28
H34 1.85 3.53 1.15
C42 1.91 0.89 5.24
Sb1 0.96 0.02 3.47
C43 0.96 -1.94 4.42
C44 -1.02 0.54 4.27
H35 1.45 0.54 6.16
H36 1.84 1.97 5.21
H37 2.96 0.63 5.25
H38 0.37 -1.92 5.33
H39 1.98 -2.22 4.67
H40 0.54 -2.68 3.74
H41 -1.24 -0.04 5.16
H42 -1.78 0.33 3.52
H43 -1.04 1.60 4.50

Calculated values
Total charge = -1
E_LUMO (spin up / spin down) = 1.959 / 1.936 eV
Maximum force = 1.79 eV/A
Energy above the lowest of the compared OMol25 structures with the same formula, charge and spin = 88.1 kJ/mol

Löwdin charges in e: number 1, Mg, carries 0.34; number 2, C, carries -0.03; number 3, C, carries -0.24; number 4, N, carries 0.11; number 5, C, carries -0.13; number 6, C, carries -0.16; number 7, C, carries -0.22; number 8, O, carries -0.07; number 9, C, carries -0.08; number 10, C, carries -0.05; number 11, N, carries 0.01; number 12, C, carries -0.35; number 13, C, carries -0.04; number 14, C, carries -0.09; number 15, C, carries -0.09; number 16, C, carries -0.16; number 17, C, carries -0.58; number 18, I, carries 1.08; number 19, C, carries -0.31; number 20, O, carries -0.23; number 21, H, carries 0.08; number 22, H, carries 0.05; number 23, H, carries 0.05; number 24, H, carries 0.10; number 25, H, carries 0.12; number 26, H, carries 0.12; number 27, H, carries 0.09; number 28, H, carries 0.12; number 29, H, carries 0.11; number 30, H, carries 0.10; number 31, H, carries 0.10; number 32, H, carries 0.09; number 33, O, carries -0.06; number 34, C, carries -0.23; number 35, C, carries -0.21; number 36, C, carries -0.04; number 37, C, carries -0.18; number 38, N, carries 0.02; number 39, C, carries -0.25; number 40, C, carries 0.04; number 41, C, carries -0.24; number 42, C, carries 0.03; number 43, C, carries -0.22; number 44, C, carries -0.23; number 45, O, carries -0.06; number 46, C, carries -0.06; number 47, C, carries -0.16; number 48, N, carries 0.03; number 49, H, carries 0.08; number 50, H, carries 0.12; number 51, H, carries 0.13; number 52, H, carries 0.10; number 53, H, carries 0.04; number 54, H, carries 0.10; number 55, H, carries 0.12; number 56, H, carries 0.12; number 57, H, carries 0.11; number 58, H, carries 0.08; number 59, H, carries 0.11; number 60, H, carries 0.12; number 61, C, carries 0.02; number 62, C, carries -0.16; number 63, C, carries -0.16; number 64, C, carries -0.19; number 65, C, carries -0.06; number 66, C, carries -0.10; number 67, C, carries -0.10; number 68, C, carries -0.10; number 69, C, carries -0.03; number 70, C, carries -0.17; number 71, C, carries -0.05; number 72, C, carries -0.11; number 73, C, carries -0.11; number 74, C, carries -0.09; number 75, C, carries -0.02; number 76, H, carries 0.11; number 77, H, carries 0.10; number 78, H, carries 0.09; number 79, H, carries 0.10; number 80, H, carries 0.11; number 81, H, carries 0.10; number 82, H, carries 0.10; number 83, H, carries 0.09; number 84, H, carries 0.09; number 85, H, carries 0.08; number 86, C, carries -0.34; number 87, Sb, carries 1.36; number 88, C, carries -0.33; number 89, C, carries -0.33; number 90, H, carries -0.01; number 91, H, carries -0.02; number 92, H, carries -0.02; number 93, H, carries -0.01; number 94, H, carries -0.01; number 95, H, carries -0.01; number 96, H, carries -0.01; number 97, H, carries -0.06; number 98, H, carries -0.01